{
  "formula": "H80O40",
  "method": "ωB97M-V/def2-TZVPD",
  "homo_ev": -10.5,
  "de_lowest_kcal_mol": 174.7,
  "homo_lumo_gap_ev": 9.88,
  "spin_multiplicity": 1,
  "largest_force_ha_per_bohr": 0.0452,
  "charge": 0,
  "species": ["O", "O", "O", "O", "O", "O", "O", "O", "O", "O", "O", "O", "O", "O", "O", "O", "O", "O", "O", "O", "O", "O", "O", "O", "O", "O", "O", "O", "O", "O", "O", "O", "O", "O", "O", "O", "O", "O", "O", "O", "H", "H", "H", "H", "H", "H", "H", "H", "H", "H", "H", "H", "H", "H", "H", "H", "H", "H", "H", "H", "H", "H", "H", "H", "H", "H", "H", "H", "H", "H", "H", "H", "H", "H", "H", "H", "H", "H", "H", "H", "H", "H", "H", "H", "H", "H", "H", "H", "H", "H", "H", "H", "H", "H", "H", "H", "H", "H", "H", "H", "H", "H", "H", "H", "H", "H", "H", "H", "H", "H", "H", "H", "H", "H", "H", "H", "H", "H", "H", "H"],
  "xyz": [[-0.61268, -4.17592, -4.69968], [1.00047, 5.11338, 2.00687], [0.01622, -0.49650, -3.62607], [1.99544, -4.62206, 2.26081], [4.28210, 0.33586, 3.55428], [-1.44433, -2.07622, -2.07062], [-1.88863, 1.30365, 4.80389], [4.02444, -2.36492, -0.85013], [-2.04957, -1.50292, -5.57203], [2.80999, -1.11866, 5.63985], [-5.47811, -3.18654, -0.28938], [2.31765, -2.81175, -5.36662], [0.67140, 1.88544, 5.49010], [2.92504, 0.71701, -0.73280], [-5.19751, 1.16103, -1.07697], [-4.42141, 2.71055, 4.50494], [3.96948, 3.28696, 1.44356], [-0.26950, 2.89027, -0.60992], [4.04998, -0.11392, -2.93043], [-2.33935, -0.03040, -0.53665], [2.36907, 3.45340, 3.80470], [5.67665, 1.08451, -0.17446], [-2.89679, -4.22428, -3.41318], [1.82541, -1.91217, 0.67371], [0.15424, -1.05905, 4.90316], [-5.86309, -0.71209, 1.34116], [4.84444, 3.60646, -1.30594], [-0.96146, 3.10665, -4.06131], [-5.28242, -0.99701, -3.84111], [0.68513, 0.14370, 2.16358], [2.47559, -4.68191, -1.06931], [-2.75578, 2.57710, -1.97839], [1.53471, 4.49493, -2.96964], [-0.02869, -3.52147, 3.59040], [-1.71078, 3.23937, 1.85910], [-1.75065, -0.76240, 1.89797], [-4.37126, 2.56519, 1.33062], [-0.22136, -4.55757, -1.21648], [1.29858, -2.64774, -2.40065], [0.08495, 5.66991, -0.58273], [1.60798, -5.10914, -0.93807], [-5.06948, 3.05126, 0.87124], [-0.04057, -4.80630, -4.27185], [3.26327, -2.96206, -0.91086], [-3.23693, 2.36976, -2.77825], [-0.15597, -1.54668, 4.12854], [-1.92461, -1.39057, -1.56520], [-2.08769, -1.23060, 2.66362], [-5.65819, -1.47359, 1.88378], [4.87389, 1.60151, -0.16112], [4.76006, 4.00441, -0.42130], [1.51120, -2.80006, -4.83504], [-0.14227, 0.54802, 1.92365], [3.17674, -5.22512, -0.70779], [3.37721, 1.04531, -1.52987], [4.00939, -1.96549, 0.01513], [3.02986, -2.77797, -4.72817], [-1.49955, -0.76729, -5.25584], [-2.04174, -3.98989, -3.84936], [-1.89477, -2.20414, -2.91523], [3.57380, -1.69734, 5.61599], [-4.27769, 1.83787, 0.70365], [-0.36661, 4.86934, -0.88671], [1.33439, 2.20677, 4.85720], [0.88183, -3.55525, 3.92312], [-2.66821, 3.31662, 1.72985], [-0.97379, -5.02297, -1.58690], [-0.04915, 3.40790, -3.99676], [3.49350, 3.70830, 0.70441], [3.64186, -0.23677, -3.79039], [-5.24878, 0.19270, -1.04174], [0.22976, -4.20205, 2.93088], [-3.62363, -4.34758, -4.02350], [2.24130, -1.17773, 6.41694], [-0.51382, -3.89360, -5.61775], [-5.03976, -0.29932, 1.06860], [-1.93170, 0.67680, -1.06001], [-4.23680, 1.27520, -1.10847], [-1.98562, -1.15194, 1.04292], [2.77246, 3.68068, 2.95144], [2.08621, -0.98254, 0.75109], [-4.19890, 2.37295, 3.64802], [-1.55177, 1.74101, 5.59168], [-4.52036, -1.53395, -4.04446], [-0.38334, 6.11393, 0.11926], [5.87132, 0.81628, 0.73414], [-1.92215, 0.38598, 5.09811], [0.96426, -2.59796, -1.51743], [-1.53697, 3.08473, 2.79726], [1.10023, -0.84847, 4.82934], [3.02973, 3.07602, 4.38510], [-5.42346, -2.22225, -0.39993], [0.78383, 4.76709, 1.12522], [4.25507, 1.28771, 3.57457], [3.71668, 2.41623, 1.07969], [-1.11008, 2.57321, -0.92130], [1.86401, 4.80690, -3.83005], [-2.06029, 3.21293, -2.18328], [1.02224, -1.71653, 0.18291], [0.29520, 4.65058, 2.48158], [0.46139, -0.63580, 2.66618], [-0.33098, 0.34620, -3.33750], [0.64727, 0.93527, 5.33017], [-0.43165, -3.61105, -1.17083], [-0.94189, 2.16410, -4.24135], [0.01949, -1.24122, -3.02058], [2.83075, -5.03151, 2.50251], [3.42340, -0.09624, -0.58907], [2.21642, -4.01252, 1.54473], [3.78229, -0.21353, 4.16923], [-5.31855, -3.39724, -1.22402], [1.84498, -3.44252, -2.44780], [4.40286, -0.92475, -2.54766], [-1.71632, -2.22271, -5.02754], [-3.67341, 2.79773, 5.10183], [-0.33132, 2.99674, 0.35530], [-5.28621, -0.14969, -3.39371], [4.26193, 2.85835, -1.32375], [-2.44350, 0.40333, 0.32936], [1.72276, 5.34437, -2.52201]],
  "forces_ev_per_a": [[-1.145, 1.268, 0.231], [-0.663, -0.774, -0.358], [0.431, 0.619, -2.200], [0.433, -0.189, -0.181], [1.095, -1.283, -1.222], [-0.145, 0.076, 0.647], [-0.539, -0.212, 0.162], [0.801, -0.090, -0.797], [0.002, 0.158, 0.291], [-0.198, 0.684, -0.724], [0.399, 0.781, -1.121], [-0.325, -0.197, -0.177], [0.694, -0.090, 0.237], [0.031, 0.775, 0.586], [0.570, -0.660, 0.013], [-1.232, 0.819, 0.960], [-0.925, -0.533, -1.477], [0.838, 0.232, 0.057], [0.370, 0.742, -0.200], [-0.295, 0.960, 0.115], [-0.453, -0.073, 0.293], [0.777, -0.730, 0.152], [0.259, 0.512, 0.909], [-0.242, 0.234, -0.209], [-0.210, 0.433, 0.534], [-0.302, 0.292, -0.508], [0.299, 1.157, 0.175], [-0.381, 0.054, 0.056], [-1.963, -0.676, -0.242], [1.419, 0.573, -0.213], [-0.090, -0.153, -0.016], [-0.104, -0.473, 1.043], [0.571, 1.387, -0.710], [0.970, -0.950, -0.513], [0.623, 0.076, -0.014], [-0.218, 0.525, -0.231], [-0.101, 0.051, -0.363], [0.392, -0.389, 0.449], [0.452, 0.410, -1.458], [0.693, 0.099, -0.780], [0.179, 0.183, 0.056], [-0.080, 0.243, 0.381], [0.742, -0.183, -0.761], [0.052, 0.349, 0.320], [0.089, 0.300, -0.475], [0.464, -0.308, 0.259], [0.087, -0.491, -0.357], [-0.343, -0.429, -0.327], [0.245, -0.197, 0.106], [0.096, -0.063, 0.322], [0.409, -0.378, -0.619], [0.129, 0.243, 0.101], [-0.485, 0.056, 0.138], [-0.008, -0.284, 0.017], [-0.525, -0.609, -0.179], [-0.129, -0.175, 0.362], [0.175, 0.049, 0.186], [0.024, -0.208, -0.120], [-1.021, -0.789, -0.358], [-0.216, -0.022, 0.418], [-0.244, -0.350, 0.806], [0.003, -0.079, 0.225], [-0.061, 0.105, 0.389], [-0.451, 0.236, -0.087], [-0.204, 0.806, 0.786], [-0.084, -0.159, 0.194], [-0.418, 0.290, 0.058], [0.232, 0.038, 0.268], [-0.087, 1.105, 0.737], [0.072, -0.514, 0.114], [-0.514, 0.190, 0.002], [-1.157, 0.386, -0.218], [0.313, -0.013, -0.487], [0.683, -0.499, 0.158], [0.886, -0.887, 0.197], [0.109, -0.072, 0.430], [-0.045, -0.089, -0.202], [0.037, 0.332, -0.355], [0.010, -0.687, 0.814], [0.106, -0.185, 0.228], [0.254, 0.140, 0.657], [0.750, -0.302, -0.372], [0.477, 0.262, -0.133], [0.847, 0.944, 0.366], [-0.476, -0.070, 0.204], [-0.218, 0.217, -0.167], [0.040, -0.040, -0.219], [0.236, -0.089, 0.522], [-0.316, -0.191, -0.054], [-0.320, -0.591, -0.591], [0.507, 0.218, -0.104], [-0.372, -0.159, 0.830], [0.525, 0.672, -0.271], [-0.743, 0.045, 0.789], [0.296, -0.623, 1.086], [-0.434, -0.278, 0.403], [-0.054, -0.772, -0.164], [-0.201, 0.172, -0.894], [-0.459, -0.351, 0.134], [0.299, 0.258, 0.620], [-0.234, -0.064, -0.136], [0.089, -0.435, 1.003], [-0.397, 0.142, -0.127], [-0.733, -0.601, -0.468], [0.232, 0.053, -0.218], [-0.218, 0.385, 0.768], [-0.010, -0.118, 0.042], [0.007, -0.030, -0.209], [-0.153, 0.279, -0.070], [-0.393, 1.440, 0.226], [-0.050, -0.726, 0.302], [-0.156, 0.048, 0.370], [-0.280, -0.285, -0.281], [0.042, -0.082, -0.084], [0.210, -0.474, -0.717], [-0.514, -0.235, -0.252], [1.185, -0.196, -0.077], [-0.523, -0.307, -0.177], [0.173, -0.228, -0.003], [-0.572, -0.710, 0.745]],
  "lowdin_charge": [-0.03, -0.05, -0.05, -0.04, -0.05, -0.06, -0.06, -0.06, -0.04, -0.04, -0.06, -0.05, -0.06, -0.07, -0.04, -0.06, -0.04, -0.04, -0.04, -0.05, -0.07, -0.04, -0.08, -0.04, -0.07, -0.03, -0.03, -0.03, -0.04, -0.04, -0.06, -0.05, -0.07, -0.08, -0.05, -0.04, -0.03, -0.05, -0.05, -0.06, 0.04, 0.08, 0.08, -0.02, 0.07, 0.00, 0.02, 0.07, 0.05, -0.05, 0.03, -0.01, 0.01, 0.07, 0.02, 0.02, 0.02, 0.03, -0.03, 0.03, 0.07, 0.00, 0.01, 0.00, 0.03, 0.01, 0.05, 0.02, 0.05, 0.05, 0.04, 0.03, 0.04, 0.08, 0.09, 0.00, 0.05, -0.01, 0.04, 0.01, 0.03, -0.02, 0.03, 0.01, 0.04, 0.05, 0.04, -0.01, 0.05, 0.01, 0.03, 0.00, 0.00, 0.01, 0.04, -0.03, 0.05, 0.03, 0.04, 0.03, -0.01, 0.02, -0.01, 0.02, 0.03, -0.01, 0.06, 0.00, 0.02, -0.01, 0.04, 0.03, 0.03, -0.02, 0.01, 0.02, 0.01, -0.01, 0.05, 0.05]
}